1.
The following is a DFT calculation (ωB97M-V with the def2-TZVPD basis set) of a structure of composition CH9N4.

Properties
Charge: 0
2S+1: 2
Lowest unoccupied orbital energy (spin up / spin down): 0.82 / 0.64 eV
Highest occupied orbital energy (spin up / spin down): -2.706 / -10.197 eV
Frontier orbital gap (spin up / spin down): 0.130 / 0.398 Ha

Cartesian coordinates (Å):
N -1.87496 -1.47205 0.05475
C -0.88171 -0.54858 -0.10156
N -0.77489 0.03539 -1.31797
N -0.01924 -0.27497 0.83313
H -2.17627 -1.64142 1.00221
H -2.64434 -1.40393 -0.59181
H -1.62409 0.06743 -1.87139
H -0.26504 0.93210 -1.33865
H -0.15041 -0.82613 1.67479
N 2.13675 1.03700 0.33355
H 1.97223 2.02789 0.55335
H 2.27368 0.95340 -0.68845
H 2.96981 0.72184 0.84078
H 1.05848 0.39205 0.61727

Forces on the atoms, in the same order (eV/Å):
-0.153 0.098 0.062
0.228 0.148 -0.055
-0.250 0.398 -0.090
-0.104 -0.239 0.165
0.104 -0.075 0.079
-0.042 -0.050 -0.103
0.078 -0.083 -0.053
0.096 -0.296 -0.002
0.127 0.116 -0.024
-0.134 0.192 0.040
0.026 -0.070 -0.177
0.103 0.117 0.183
0.045 -0.076 -0.093
-0.123 -0.180 0.066

Atomic partial charges in e from the Löwdin method, atoms 1 to 6: number 1, N, carries 0.131; number 2, C, carries -0.688; number 3, N, carries 0.091; number 4, N, carries 0.070; number 5, H, carries 0.095; number 6, H, carries 0.086

---

2.
The following is a DFT calculation (ωB97M-V with the def2-TZVPD basis set) of a structure of composition CH9N5O2 in a non-equilibrium geometry.

Properties
Charge: 0
Relative energy (zero: lowest compared OMol25 entry of this formula, charge and spin): 549.13 kJ/mol
Lowest unoccupied orbital energy (spin up / spin down): -1.66 / -1.66 eV
Highest occupied orbital energy (spin up / spin down): -7.089 / -7.091 eV
Frontier orbital gap (spin up / spin down): 0.199 / 0.200 Ha

Cartesian coordinates (Å):
N -0.50765 -0.88160 0.65952
C 0.59272 0.00322 1.13932
N -1.73929 -0.52224 1.19964
N 1.79707 -0.68516 0.76695
O 0.46034 0.34098 2.35405
H -0.54372 -0.91228 -0.37604
H -2.34000 -1.33678 1.28948
H -1.55071 -0.08249 2.10543
H 2.53742 -0.12723 0.36199
H 2.03778 -1.37389 1.46766
N -0.31938 0.04929 -2.73149
N 0.18595 1.40416 -0.05554
O -0.66466 0.66354 -1.60106
H 0.15223 -0.76203 -3.11815
H -0.53507 0.62312 -3.54693
H -0.61704 1.77524 0.44270
H 1.05401 1.82415 -0.35754

Forces on the atoms, in the same order (eV/Å):
1.992 -0.530 -0.429
-2.288 -3.605 2.352
-1.526 1.200 -0.025
0.124 0.943 -1.913
0.095 1.248 -2.009
-0.062 0.259 1.323
0.395 0.123 0.326
-0.017 -0.504 -0.197
0.120 -0.214 0.599
0.181 0.514 -0.076
-0.628 2.995 -1.494
1.852 -2.289 -1.187
-0.631 -1.811 0.304
0.496 -0.776 2.276
0.330 0.463 0.505
0.129 0.770 -0.554
-0.560 1.216 0.200

Atomic partial charges in e from the Löwdin method, atoms 1 to 6: number 1, N, carries -0.108; number 2, C, carries -0.697; number 3, N, carries -0.027; number 4, N, carries 0.085; number 5, O, carries -0.067; number 6, H, carries 0.080

---

3.
The following is a DFT calculation (ωB97M-V with the def2-TZVPD basis set) of the ion CH9N5OS with charge +2 in a non-equilibrium geometry.

Properties
Charge: +2
Relative energy (zero: lowest compared OMol25 entry of this formula, charge and spin): 145.01 kJ/mol
SMILES: N[N@@H+](S)NC(=O)N[NH3+]
Lowest unoccupied orbital energy: -8.40 eV
Highest occupied orbital energy: -17.893 eV
Frontier orbital gap: 0.349 Ha

Cartesian coordinates (Å):
C 0.10288 0.60640 0.09263
N 0.22459 -2.76730 -0.49500
N -0.57703 1.62592 0.87196
N -0.59874 -0.49674 -0.39388
N 0.27847 2.63277 1.49136
N 0.18601 -1.47230 -0.98356
O 1.30010 0.71125 -0.08399
S -0.47368 -1.38342 -2.84125
H 1.01800 -3.30359 -0.53848
H -0.69025 -3.22018 -0.46027
H -1.52553 1.86561 0.72867
H -1.51113 -0.51615 -0.71719
H 0.43892 2.36541 2.50211
H 1.29548 2.60882 1.08190
H -0.24164 3.52995 1.68242
H 1.21711 -1.03856 -1.01824
H 0.11089 -2.32739 -3.52098

Forces on the atoms, in the same order (eV/Å):
0.723 1.722 0.522
-3.870 2.052 1.579
2.060 -1.464 -0.544
1.560 0.333 2.027
0.469 -1.233 1.324
3.471 -0.447 -3.693
-0.728 -0.354 0.481
-0.865 1.903 1.289
2.516 -0.977 -0.392
0.570 0.110 -0.173
-0.998 0.499 -0.003
-2.353 0.250 -0.353
-0.077 -0.372 -0.934
-2.135 0.583 0.028
0.816 -0.383 -1.405
-2.215 -0.919 0.239
1.056 -1.304 0.009

Atomic partial charges in e from the Löwdin method, atoms 1 to 6: number 1, C, carries -0.397; number 2, N, carries 0.120; number 3, N, carries 0.102; number 4, N, carries 0.070; number 5, N, carries 0.220; number 6, N, carries -0.375

---

4.
The following is a DFT calculation (ωB97M-V with the def2-TZVPD basis set) of a cluster of 3 separate species, CH9N6 in total in a non-equilibrium geometry.

Properties
Charge: +1
Relative energy (zero: lowest compared OMol25 entry of this formula, charge and spin): 627.24 kJ/mol
Lowest unoccupied orbital energy: -4.32 eV
Highest occupied orbital energy: -11.925 eV
Frontier orbital gap: 0.279 Ha

Cartesian coordinates (Å):
C 1.90468 0.47508 -0.01278
N -1.62901 -0.28394 0.60725
N -2.17737 0.64026 -0.02525
N 1.99496 1.74664 0.11014
N -3.44554 0.71098 -0.09559
N 1.07836 -0.46663 0.26260
N 1.23017 -1.68622 -0.29787
H 3.32211 -0.61540 -1.08602
H 2.14384 2.13500 1.01067
H 2.45354 2.16353 -0.59196
H -4.07582 0.04369 0.46725
H -4.03522 1.40881 -0.73475
H -0.58853 -0.11838 0.55993
H -2.03326 -0.87626 1.22179
H 1.42208 -2.38972 0.41006
H 1.96966 -1.56209 -1.12919

Forces on the atoms, in the same order (eV/Å):
0.129 -6.451 -1.527
2.951 3.214 -1.970
-1.558 0.871 -1.554
-1.728 0.696 2.692
-3.518 -0.042 0.128
1.524 3.250 -0.095
0.577 -0.804 -1.910
-1.934 1.628 1.150
0.107 0.434 0.855
2.028 2.129 -2.980
1.294 1.116 -1.083
2.624 -1.677 1.767
0.193 -1.132 0.346
-2.075 -2.577 2.318
0.398 0.035 -0.407
-1.011 -0.690 2.271

Atomic partial charges in e from the Löwdin method, atoms 1 to 6: number 1, C, carries -0.245; number 2, N, carries 0.174; number 3, N, carries -0.027; number 4, N, carries 0.146; number 5, N, carries 0.097; number 6, N, carries -0.150

---

5.
The following is a DFT calculation (ωB97M-V with the def2-TZVPD basis set) of a cluster of 4 separate species, CH9NO4 in total in a non-equilibrium geometry.

Properties
Charge: +1
Relative energy (zero: lowest compared OMol25 entry of this formula, charge and spin): 146.17 kJ/mol
2S+1: 2
Lowest unoccupied orbital energy (spin up / spin down): -5.07 / -10.78 eV
Highest occupied orbital energy (spin up / spin down): -14.246 / -14.201 eV
Frontier orbital gap (spin up / spin down): 0.337 / 0.126 Ha

Cartesian coordinates (Å):
C -1.91810 -1.40982 0.54185
N -2.04643 -0.08897 0.00105
O -1.10077 -2.20106 0.02087
H -2.57378 -1.68436 1.32886
H -2.43008 0.59936 0.59655
H -1.70958 0.26776 -0.88408
H 2.21225 -2.39711 0.32161
H 0.65333 -2.44564 -0.22042
O 1.54497 -2.04512 -0.26647
H 0.58070 2.66967 -0.66816
H 0.60952 4.23775 -0.54281
O 0.40622 3.51267 -1.04790
H 2.56402 0.63609 0.60921
H 1.48256 -0.33194 -0.01237
O 1.72516 0.68070 0.22221

Forces on the atoms, in the same order (eV/Å):
2.087 0.529 -3.494
0.313 -2.733 0.935
-1.948 1.872 1.058
-0.522 0.014 1.044
-0.716 0.986 0.851
0.600 -0.481 -0.322
-0.261 -0.674 0.326
1.171 -0.319 0.293
-0.712 1.082 -0.609
0.712 -0.410 0.982
0.973 2.155 2.283
-1.600 -1.848 -3.198
2.245 -0.007 1.055
1.027 2.310 0.459
-3.369 -2.477 -1.665

Atomic partial charges in e from the Löwdin method, atoms 1 to 6: number 1, C, carries -0.113; number 2, N, carries 0.338; number 3, O, carries 0.129; number 4, H, carries 0.148; number 5, H, carries 0.128; number 6, H, carries 0.160

---

6.
The following is a DFT calculation (ωB97M-V with the def2-TZVPD basis set) of a cluster of 4 separate species, CH9O3S in total in a non-equilibrium geometry.

Properties
Charge: -1
Relative energy (zero: lowest compared OMol25 entry of this formula, charge and spin): 32.28 kJ/mol
Lowest unoccupied orbital energy: 3.95 eV
Highest occupied orbital energy: -3.564 eV
Frontier orbital gap: 0.276 Ha

Cartesian coordinates (Å):
C -0.08801 1.63913 0.81914
S -0.29681 -0.10717 0.27838
H -0.52012 2.28632 0.04452
H -0.61089 1.88478 1.73852
H 0.97764 1.87549 0.87077
H -1.04574 0.54682 -2.03526
H -0.72894 0.13470 -3.47154
O -1.36900 0.62457 -2.94961
H -1.22226 -0.86276 2.68119
H -0.02375 -1.46856 2.36381
O -0.70287 -1.59992 3.06492
H 1.65789 -0.91107 -1.03045
H 1.86916 -2.38363 -0.89027
O 2.10373 -1.65869 -1.48412

Forces on the atoms, in the same order (eV/Å):
0.021 -0.056 -0.957
0.039 0.251 -0.020
0.108 -0.004 0.142
0.144 -0.131 0.301
-0.139 0.122 0.317
0.031 -0.273 0.286
0.075 -0.058 0.115
-0.093 0.219 -0.234
-0.356 -0.468 0.495
0.053 -0.562 0.367
0.248 0.944 -0.829
-0.161 -0.113 -0.140
0.047 0.085 -0.178
-0.016 0.045 0.335

Atomic partial charges in e from the Löwdin method, atoms 1 to 6: number 1, C, carries -0.613; number 2, S, carries 0.306; number 3, H, carries -0.013; number 4, H, carries -0.012; number 5, H, carries -0.009; number 6, H, carries -0.076